[1]
C4H7N3 in the gas phase at a distorted geometry. Source: OMol25; level of theory: ωB97M-V with the def2-TZVPD basis set.

XYZ file:
```
14
Properties=species:S:1:pos:R:3:forces:R:3:nbo_charge:R:1
H -2.237 -1.977 0.432 1.1 1.2 0.2 0.35
N -2.035 -0.968 0.233 3.7 1.8 -0.9 -0.71
C -0.763 -0.525 0.185 -2.1 -1.6 0.3 0.46
N 0.386 -1.280 0.669 -1.8 1.6 -0.9 -0.65
C 1.496 -0.402 0.771 1.6 -1.3 1.5 0.00
C 1.292 0.828 0.302 -1.3 -0.3 -1.1 -0.31
C -0.135 0.941 -0.266 -1.3 -0.8 1.7 -0.12
N -0.220 1.278 -1.671 -2.0 3.3 1.4 -0.81
H 0.069 -1.870 1.422 0.7 -0.2 0.2 0.40
H 2.421 -0.892 1.260 -1.5 1.2 -1.1 0.22
H 1.930 1.642 -0.017 0.5 -0.3 0.7 0.23
H -0.731 1.708 0.291 0.4 -0.6 -0.3 0.22
H 0.438 0.770 -2.149 1.9 -1.0 -1.7 0.36
H -0.136 2.354 -1.819 0.0 -2.9 0.3 0.37
```
Positions in Å, forces in eV/Å.

Calculated values
- Energy relative to the best compared isomer or geometry (same formula, charge and spin): 1.860 eV
- E: -8729.8194 eV
- SMILES: [H]/N=C1\NC=C[C@H]1N
- Orbital gap: 9.3 eV
- LUMO: 0.0322 hartree

[2]
C4H7NO2 in the gas phase at a distorted geometry. Source: OMol25; level of theory: ωB97M-V with the def2-TZVPD basis set.

XYZ file:
```
14
Properties=species:S:1:pos:R:3:forces:R:3:nbo_charge:R:1
O -1.014 -0.673 1.428 0.2 0.4 0.1 -0.71
C -1.001 -0.062 0.142 0.0 0.7 -0.4 0.06
C -0.288 -0.965 -0.855 -0.1 0.3 0.0 -0.28
N 1.163 -0.882 -0.683 0.2 0.5 0.3 -0.49
C 1.638 0.006 0.090 0.3 -0.2 -0.2 0.38
O 1.009 0.983 0.789 0.6 0.2 0.0 -0.50
C -0.195 1.341 0.129 -0.3 -0.5 0.5 -0.12
H -0.318 -1.348 1.520 -0.2 0.6 -0.3 0.48
H -2.051 0.139 -0.063 0.0 -0.2 -0.4 0.19
H -0.553 -0.643 -1.866 0.2 -0.1 -0.1 0.21
H -0.576 -2.029 -0.766 0.0 0.5 0.1 0.21
H 2.704 0.106 0.251 0.2 -0.4 0.0 0.17
H 0.177 1.875 -0.787 -1.1 -1.2 -0.1 0.19
H -0.694 2.152 0.672 0.0 -0.6 0.4 0.20
```
Positions in Å, forces in eV/Å.

Calculated values
- Energy relative to the best compared isomer or geometry (same formula, charge and spin): 2.087 eV
- E: -9845.1924 eV
- SMILES: O[C@@H]1CN=COC1
- Orbital gap: 10.8 eV
- LUMO: 0.0324 hartree

[3]
2 unconnected molecules or ions with the total composition C3H4NOP at a distorted geometry. Source: OMol25; level of theory: ωB97M-V with the def2-TZVPD basis set.

XYZ file:
```
10
Properties=species:S:1:pos:R:3:forces:R:3:nbo_charge:R:1
C 0.119 -0.567 1.581 -0.4 -0.2 1.1 0.20
C 0.133 1.236 -0.449 -0.8 -1.9 3.5 -0.52
C 0.269 -0.907 0.258 1.9 2.7 -3.0 -0.69
N -0.013 -0.332 2.690 -0.2 0.4 1.4 -0.30
O -0.721 -1.635 -2.102 0.4 -0.5 -1.4 -1.01
P -1.177 -1.060 -0.849 -0.2 0.1 1.5 1.34
H 0.948 1.696 0.182 -0.2 -0.8 -1.8 0.26
H -0.163 1.185 -1.473 1.1 0.5 -0.8 0.23
H -0.759 1.454 0.145 -0.1 0.0 -0.2 0.20
H 1.363 -1.071 0.017 -1.5 -0.3 -0.2 0.28
```
Positions in Å, forces in eV/Å.

Calculated values
- Energy relative to the best compared isomer or geometry (same formula, charge and spin): 2.129 eV
- E: -15998.8844 eV
- Orbital gap: 9.0 eV
- LUMO: -0.0382 hartree

[4]
2 unconnected molecules or ions with the total composition C3H4N2O3 at a distorted geometry. Source: OMol25; level of theory: ωB97M-V with the def2-TZVPD basis set.

XYZ file:
```
12
Properties=species:S:1:pos:R:3:forces:R:3:nbo_charge:R:1
C -0.573 -1.885 0.026 -1.0 -2.5 -0.8 0.17
C 1.175 -0.056 -0.390 0.1 -2.2 0.7 -0.12
C 0.115 -0.779 0.479 0.3 0.7 -0.3 -0.22
N -1.083 -2.900 -0.292 0.8 2.0 0.4 -0.26
N -1.656 1.142 -0.174 -0.3 -0.8 0.6 0.54
O -2.705 1.149 0.363 -0.4 -0.1 0.0 -0.24
O -0.908 2.000 -0.482 0.7 0.9 -0.5 -0.31
O 1.719 1.001 0.320 -0.1 0.7 -0.3 -0.69
H 0.779 0.137 -1.444 0.7 -0.1 1.3 0.20
H 2.052 -0.754 -0.340 -0.8 0.0 -1.0 0.22
H 0.084 -0.673 1.570 0.2 0.4 -0.5 0.24
H 1.000 1.618 0.366 -0.2 1.1 0.3 0.47
```
Positions in Å, forces in eV/Å.

Calculated values
- Energy relative to the best compared isomer or geometry (same formula, charge and spin): 6.556 eV
- E: -12292.4399 eV
- Orbital gap (alpha / beta): 9.4 / 7.2 eV
- LUMO (alpha / beta): -0.0577 / -0.0818 hartree

[5]
C3H7NOS2 in the gas phase at a distorted geometry. Source: OMol25; level of theory: ωB97M-V with the def2-TZVPD basis set.

XYZ file:
```
14
Properties=species:S:1:pos:R:3:forces:R:3:nbo_charge:R:1
S 1.092 2.826 -0.125 -0.2 0.6 0.1 -0.04
C 0.912 1.034 0.070 2.6 -1.0 1.6 -0.55
C -0.308 0.538 0.789 -1.7 0.4 0.2 -0.09
O -0.184 -0.781 1.387 0.1 1.1 -0.7 -0.49
C -0.417 -1.840 0.607 0.1 -1.1 -1.1 0.40
N -0.932 -2.050 -0.542 -0.1 0.4 0.7 -0.66
S -1.788 -1.000 -1.604 0.6 0.5 1.3 0.16
H 2.365 2.916 -0.620 -0.7 -0.5 0.3 0.14
H 0.901 0.584 -0.875 0.3 -0.7 -1.5 0.22
H 1.842 0.671 0.649 -1.4 0.4 -0.9 0.23
H -0.524 1.180 1.632 -0.2 0.1 0.2 0.20
H -1.191 0.542 0.096 0.8 0.2 0.8 0.19
H -0.027 -2.741 1.096 -0.1 0.3 0.0 0.17
H -1.741 -1.879 -2.559 -0.1 -0.7 -0.9 0.11
```
Positions in Å, forces in eV/Å.

Calculated values
- Energy relative to the best compared isomer or geometry (same formula, charge and spin): 2.429 eV
- E: -28430.8127 eV
- SMILES: SCCO/C=N\S
- Orbital gap: 9.6 eV
- LUMO: 0.0265 hartree

[6]
A molecular structure, C18H17CuF3N2O3S. Source: OMol25; level of theory: ωB97M-V with the def2-TZVPD basis set.

XYZ file:
```
45
Properties=species:S:1:pos:R:3:forces:R:3:nbo_charge:R:1
Cu -1.120 -1.506 0.071 0.1 0.1 0.1 1.25
O -1.795 0.754 1.998 0.0 0.0 -0.1 -0.97
S -0.497 1.186 1.541 0.0 -0.1 0.0 2.33
O 0.508 1.507 2.523 0.0 0.0 0.0 -0.96
N -0.003 0.042 0.518 0.0 0.1 0.1 -1.09
C 1.138 0.194 -0.252 0.0 0.0 0.0 0.15
C 2.144 1.124 -0.101 0.0 0.0 0.0 -0.26
C 3.227 1.165 -1.004 0.0 0.0 0.0 -0.17
C 3.333 0.290 -2.045 0.0 0.0 0.0 -0.22
C 2.332 -0.692 -2.225 -0.1 0.0 0.0 -0.10
C 2.353 -1.653 -3.260 0.0 0.0 0.0 -0.11
C 1.347 -2.570 -3.363 0.0 0.0 0.0 -0.27
C 0.298 -2.541 -2.429 0.0 0.0 0.0 0.08
N 0.249 -1.662 -1.454 0.0 0.0 -0.1 -0.55
C 1.245 -0.735 -1.333 0.0 0.0 0.0 0.20
C -0.720 2.628 0.534 0.0 0.0 0.0 -0.27
C -0.010 3.784 0.811 0.0 0.0 0.0 -0.22
C -0.201 4.904 0.012 0.0 0.0 0.0 -0.20
C -1.092 4.856 -1.048 0.0 0.0 0.0 -0.20
C -1.804 3.691 -1.315 0.0 0.0 0.0 -0.21
C -1.621 2.572 -0.522 0.0 0.0 0.0 -0.20
H 2.115 1.813 0.730 0.0 0.0 0.0 0.24
H 3.992 1.915 -0.850 0.0 0.0 0.0 0.22
H 4.170 0.325 -2.730 0.0 0.0 0.0 0.21
H 3.176 -1.648 -3.965 0.0 0.0 0.0 0.22
H 1.337 -3.316 -4.144 0.0 0.0 0.0 0.23
H -0.517 -3.248 -2.485 0.0 0.0 0.0 0.23
H 0.676 3.797 1.647 0.0 0.0 0.0 0.24
H 0.347 5.813 0.222 0.0 0.0 0.0 0.22
H -1.238 5.729 -1.671 0.0 0.0 0.0 0.22
H -2.503 3.659 -2.140 0.0 0.0 0.0 0.22
H -2.174 1.661 -0.711 0.0 0.0 0.0 0.23
C -0.483 -3.036 4.186 0.0 0.0 0.0 -0.64
C -0.658 -1.918 3.184 0.0 0.0 0.0 -0.07
O -1.174 -2.433 1.936 0.0 0.0 0.0 -0.78
H -0.065 -2.636 5.111 0.0 0.0 0.0 0.22
H 0.190 -3.802 3.802 0.0 0.0 0.0 0.21
H -1.441 -3.501 4.427 0.0 0.0 0.0 0.20
H 0.293 -1.454 2.931 0.0 0.0 0.0 0.20
H -1.323 -1.137 3.549 0.0 0.0 0.0 0.20
H -2.037 -2.843 2.072 0.0 0.0 0.0 0.51
F -3.527 -1.805 -1.299 0.0 0.0 0.0 -0.36
C -2.658 -2.558 -0.570 -0.1 -0.1 0.0 0.57
F -3.417 -3.069 0.463 0.0 0.0 0.0 -0.39
F -2.390 -3.646 -1.353 0.0 0.0 0.0 -0.37
```
Positions in Å, forces in eV/Å.

Calculated values
- E: -91692.2392 eV
- Orbital gap (alpha / beta): 7.9 / 7.3 eV
- LUMO (alpha / beta): -0.0129 / -0.0331 hartree
- Spin multiplicity: 2

- Among the records above, which one has the highest E?
  C4H7N3